(A)
Here is a single C2H2N4O3 molecule from OMol25. Energies are from ωB97M-V/def2-TZVPD.

Output
Total charge: 0
Frontier orbital gap, eV: 9.502
Molecular weight, g mol⁻¹: 130.1
LUMO level, Ha: -0.033
SMILES string: O=c1ncn([N+](=O)[O-])[nH]1

Each atom is followed by the atoms it is bonded to, with distances in Å.
Cartesian coordinates (Å):
1 C -0.411 1.077 0.383  N3 1.277, N5 1.462, H10 1.103
2 C 0.868 0.772 -1.387  N3 1.454, N4 1.411, O8 1.176
3 N 0.127 1.725 -0.576  C1 1.277, C2 1.454
4 N 0.807 -0.454 -0.691  C2 1.411, N5 1.432, H11 1.062
5 N -0.123 -0.356 0.393  C1 1.462, N4 1.432, N6 1.352
6 N -0.411 -1.430 1.162  N5 1.352, O7 1.210, O9 1.197
7 O -1.040 -1.278 2.184  N6 1.210
8 O 1.343 1.042 -2.429  C2 1.176
9 O 0.105 -2.455 0.820  N6 1.197
10 H -1.006 1.617 1.139  C1 1.103
11 H 1.605 -1.150 -0.767  N4 1.062

***

(B)
Here is a single C2H2N4O3 molecule from OMol25. Energies are from ωB97M-V/def2-TZVPD.

Output
Total charge: 0
Frontier orbital gap (alpha / beta), eV: 7.672 / 7.671
Molecular weight, g mol⁻¹: 130.1
LUMO level (alpha / beta), Ha: -0.039 / -0.039

Each atom is followed by the atoms it is bonded to, with distances in Å.
Cartesian coordinates (Å):
1 C -0.788 -1.504 0.258  N3 1.166, H10 1.169
2 C -1.542 0.739 0.038  N3 1.529, N4 1.363, O7 1.139
3 N -1.655 -0.740 0.407  C1 1.166, C2 1.529
4 N -0.223 1.008 -0.174  C2 1.363, N5 1.284, H11 1.056
5 N 0.711 0.136 -0.301  N4 1.284, N6 1.353
6 N 1.933 0.537 0.119  N5 1.353, O8 1.209, O9 1.229
7 O -2.441 1.438 0.078  C2 1.139
8 O 2.868 -0.228 0.094  N6 1.209
9 O 2.028 1.748 0.312  N6 1.229
10 H -0.317 -2.559 0.081  C1 1.169
11 H 0.226 1.932 0.070  N4 1.056

***

So which one is most stable? That would be (A), about 224.7 kJ/mol below the next structure.

***

(A)
Here is a single C3H4S2 molecule from OMol25. Energies are from ωB97M-V/def2-TZVPD.

Output
Multiplicity: 3
Total charge: 0
Frontier orbital gap (alpha / beta), eV: 6.329 / 7.366
Molecular weight, g mol⁻¹: 104.2
LUMO level (alpha / beta), Ha: 0.029 / -0.068

Each atom is followed by the atoms it is bonded to, with distances in Å.
Cartesian coordinates (Å):
1 C 0.387 -0.438 -0.533  C2 1.350, C3 1.476
2 C 1.508 0.152 -0.067  C1 1.350, S4 1.670
3 C -1.070 -0.667 -0.471  C1 1.476, S5 1.793, H6 1.153, H7 1.117
4 S 3.129 0.529 0.071  C2 1.670, H8 1.301
5 S -2.004 0.764 0.071  C3 1.793, H9 1.235
6 H -1.252 -1.165 -1.494  C3 1.153
7 H -1.083 -1.452 0.324  C3 1.117
8 H 3.215 -0.363 1.013  S4 1.301
9 H -2.132 1.444 -0.951  S5 1.235

***

(B)
Here is 2 unconnected molecules or ions with the total composition C3H4S2 from OMol25. Energies are from ωB97M-V/def2-TZVPD.

Output
Multiplicity: 3
Total charge: 0
Frontier orbital gap (alpha / beta), eV: 5.987 / 9.229
Molecular weight, g mol⁻¹: 104.2
LUMO level (alpha / beta), Ha: -0.020 / -0.039

Each atom is followed by the atoms it is bonded to, with distances in Å.
Cartesian coordinates (Å):
1 C -1.807 -0.090 0.167  S4 1.605, H6 1.175
2 C 0.946 -0.697 -0.124  C3 1.391, S5 1.562
3 C 1.218 0.667 -0.100  C2 1.391, H7 1.118, H8 1.065, H9 1.066
4 S -3.264 0.583 0.191  C1 1.605
5 S 0.924 -2.239 0.130  C2 1.562
6 H -1.634 -1.248 0.277  C1 1.175
7 H 1.185 0.934 -1.185  C3 1.118
8 H 2.117 1.022 0.348  C3 1.065
9 H 0.314 1.068 0.298  C3 1.066

***

So which one is most stable? That would be (B), about 125.7 kJ/mol below the next structure.

***

(A)
Here is a gas-phase ion, C6H11N (charge +1) from OMol25. Energies are from ωB97M-V/def2-TZVPD.

Output
Multiplicity: 2
Total charge: +1
Frontier orbital gap (alpha / beta), eV: 8.761 / 4.844
Molecular weight, g mol⁻¹: 97.2
LUMO level (alpha / beta), Ha: -0.172 / -0.308

Each atom is followed by the atoms it is bonded to, with distances in Å.
Cartesian coordinates (Å):
1 C -1.407 -0.734 -1.113  C2 1.529, N7 1.433, H8 1.103, H9 1.106
2 C -0.760 -0.772 0.272  C1 1.529, C3 1.508, H10 1.098, H11 1.096
3 C 0.630 -0.189 0.333  C2 1.508, C4 1.374, C6 1.457
4 C 1.413 -0.155 -0.795  C3 1.374, H12 1.077, H13 1.084
5 C 1.694 1.253 1.978  C6 1.333, H14 1.081, H15 1.093
6 C 1.105 0.094 1.682  C3 1.457, C5 1.333, H16 1.086
7 N -1.852 0.606 -1.353  C1 1.433, H17 1.012, H18 1.025
8 H -0.989 -1.348 -1.928  C1 1.103
9 H -2.315 -1.357 -1.023  C1 1.106
10 H -0.795 -1.762 0.746  C2 1.098
11 H -1.472 -0.226 0.901  C2 1.096
12 H 1.072 -0.572 -1.727  C4 1.077
13 H 2.387 0.303 -0.662  C4 1.084
14 H 2.053 1.702 2.894  C5 1.081
15 H 2.071 1.839 1.136  C5 1.093
16 H 0.774 -0.689 2.358  C6 1.086
17 H -2.472 0.693 -2.149  N7 1.012
18 H -1.136 1.313 -1.550  N7 1.025

***

(B)
Here is a gas-phase ion, C6H11N (charge +1) from OMol25. Energies are from ωB97M-V/def2-TZVPD.

Output
Multiplicity: 2
Total charge: +1
Frontier orbital gap (alpha / beta), eV: 9.641 / 8.086
Molecular weight, g mol⁻¹: 97.2
LUMO level (alpha / beta), Ha: -0.147 / -0.242

Each atom is followed by the atoms it is bonded to, with distances in Å.
Cartesian coordinates (Å):
1 C -0.064 0.467 -2.119  C4 1.535, H8 1.095, H9 1.122, H10 1.091
2 N -1.749 -0.529 0.005  C3 1.329, H11 1.010, H12 1.009
3 C -0.456 -0.344 0.254  N2 1.329, C4 1.405, C7 1.476
4 C 0.301 0.446 -0.628  C1 1.535, C3 1.405, C5 1.477
5 C 1.660 0.985 -0.421  C4 1.477, H13 1.101, H14 1.129, H15 1.087
6 C -0.343 -1.275 2.550  C7 1.328, H16 1.094, H17 1.080
7 C 0.086 -0.426 1.624  C3 1.476, C6 1.328, H18 1.071
8 H 0.791 0.101 -2.696  C1 1.095
9 H -0.981 -0.092 -2.446  C1 1.122
10 H -0.392 1.403 -2.575  C1 1.091
11 H -2.148 -0.120 -0.827  N2 1.010
12 H -2.390 -1.057 0.578  N2 1.009
13 H 1.854 2.003 -0.792  C5 1.101
14 H 2.414 0.362 -0.985  C5 1.129
15 H 2.011 0.889 0.603  C5 1.087
16 H -0.060 -1.256 3.607  C6 1.094
17 H -1.059 -2.052 2.322  C6 1.080
18 H 0.527 0.496 1.945  C7 1.071

***

(C)
Here is a gas-phase ion, C6H11N (charge +1) from OMol25. Energies are from ωB97M-V/def2-TZVPD.

Output
Multiplicity: 2
Total charge: +1
Frontier orbital gap (alpha / beta), eV: 9.709 / 6.844
Molecular weight, g mol⁻¹: 97.2
LUMO level (alpha / beta), Ha: -0.148 / -0.255

Each atom is followed by the atoms it is bonded to, with distances in Å.
Cartesian coordinates (Å):
1 C 0.533 -1.332 1.387  C2 1.475, H8 1.084, H9 1.103, H10 1.098
2 C 0.248 -0.208 0.476  C1 1.475, C3 1.410, C5 1.478
3 C 1.349 0.570 0.065  C2 1.410, N4 1.320, H11 1.085
4 N 2.595 0.155 -0.067  C3 1.320, H12 1.016, H13 1.015
5 C -1.135 0.281 0.291  C2 1.478, C6 1.521, H14 1.095, H15 1.096
6 C -1.695 0.055 -1.104  C5 1.521, C7 1.321, H16 1.085
7 C -1.877 1.019 -1.990  C6 1.321, H17 1.079, H18 1.084
8 H -0.318 -1.781 1.887  C1 1.084
9 H 1.082 -2.170 0.926  C1 1.103
10 H 1.161 -1.086 2.253  C1 1.098
11 H 1.157 1.612 -0.169  C3 1.085
12 H 3.331 0.670 0.408  N4 1.016
13 H 2.735 -0.838 0.093  N4 1.015
14 H -1.312 1.332 0.544  C5 1.095
15 H -1.777 -0.265 0.990  C5 1.096
16 H -2.036 -0.947 -1.341  C6 1.085
17 H -2.348 0.884 -2.951  C7 1.079
18 H -1.693 2.047 -1.700  C7 1.084

***

So which one is most stable? That would be (B), about 16.9 kJ/mol below the next structure.